The following is a quantum chemistry calculation of a cluster of 2 separate species, C4H10N2O in total at a distorted geometry, from the Open Molecules 2025 dataset.

```
17
C4H10N2O ωB97M-V with the def2-TZVPD basis set
C 1.47 1.24 -1.60
C -1.09 -1.75 0.63
C -0.48 -1.15 -0.61
N 1.35 1.94 -0.57
C 0.08 -0.85 0.80
O -1.29 1.03 1.24
N 0.00 0.43 1.42
H -1.68 1.04 2.13
H 0.80 2.80 -0.67
H 0.66 1.08 0.92
H 1.04 -1.30 1.05
H 1.03 1.46 -2.58
H 2.09 0.35 -1.55
H -2.06 -1.37 0.93
H -0.96 -2.81 0.82
H 0.08 -1.79 -1.27
H -1.05 -0.37 -1.09
```

* orbital gap: 9.394 eV
* energy above the lowest of the compared OMol25 structures with the same formula, charge and spin: 107.2 kcal/mol
* SMILES string: ONC1CC1.C=N
* LUMO level: 0.039 Ha